Record 1
Formula: C24H38Cl2N4O10PSTl
Source: the OMol25 dataset
Level of theory: ωB97M-V/def2-TZVPD

Geometry as XYZ:
```
81
Properties=species:S:1:pos:R:3:lowdin_charge:R:1
Tl 0.90684 0.17618 0.03986 0.908
Cl 1.59857 5.54618 -1.20728 0.559
Cl 0.13947 -8.52636 0.22242 0.661
S 3.15488 -0.69514 -1.23940 0.726
P -2.05648 0.63501 -0.60119 0.825
O 2.57311 2.05774 3.50994 0.063
O -0.27252 0.28729 2.24369 -0.098
O -3.37857 1.01417 0.25743 -0.259
O 1.22092 -1.97418 1.18730 -0.030
O -0.01615 -1.88598 -0.64281 -0.110
O 2.01544 2.58172 -0.63395 -0.086
O 0.11870 2.54697 0.52775 -0.074
O -1.90666 1.92064 -1.52836 -0.295
O -2.71000 -0.36497 -1.68754 -0.283
O 2.27084 0.90503 1.62285 -0.132
N 4.70340 0.28484 0.70793 -0.021
N 0.55190 0.48604 -2.37907 -0.073
N 1.00554 1.55051 -3.04702 0.026
N 5.09024 1.09903 -1.39574 0.133
C -3.49251 0.92533 1.69131 -0.265
C 1.88451 1.35311 2.77873 -0.553
C 0.23076 -6.09744 -0.96149 -0.096
C -0.22326 1.88559 4.06631 -0.005
C -2.60310 3.78872 -2.81934 -0.068
C 0.32120 -4.71364 -0.93909 -0.009
C -3.16117 -1.68921 -1.34634 -0.273
C 1.21557 4.63908 0.28638 -0.467
C 1.11011 3.14690 0.02104 -0.718
C -3.97074 -0.44020 2.13085 -0.073
C 0.47578 -4.03647 0.26791 -0.127
C 0.87227 -0.37429 4.22035 0.005
C -2.93223 2.36900 -2.43270 -0.270
C 0.27559 -6.79343 0.23662 -0.668
C 0.53858 0.80011 3.31845 -0.504
C 0.57265 -2.54131 0.28444 -0.610
C 0.16723 0.22142 -4.57517 -0.046
C 0.42855 -6.13445 1.44425 -0.096
C 0.79082 1.43455 -4.36782 -0.083
C 0.04326 -0.33694 -3.29146 -0.138
C 4.39352 0.30807 -0.57415 -0.813
C 0.54048 -4.75282 1.45304 -0.007
C -4.08966 -2.15675 -2.44116 -0.067
C 5.50434 1.30596 1.37304 -0.040
H 6.41994 1.50573 0.81519 0.079
H -4.89129 -0.70579 1.60570 0.080
H 1.28632 -1.19200 3.62405 0.084
H 0.68070 -4.22079 2.38708 0.123
H -0.03065 -0.72899 4.72441 0.093
H 1.60277 -0.06154 4.96479 0.099
H -0.56203 2.65922 3.37098 0.092
H -4.42376 -3.17663 -2.23615 0.080
H -4.20884 1.69064 1.97708 0.121
H 2.01967 4.80936 0.99665 0.086
H 4.79140 1.14772 -2.35159 0.097
H 5.78479 0.93452 2.35360 0.094
H -4.96391 -1.50555 -2.50466 0.080
H 0.28074 -4.14503 -1.86004 0.119
H -1.62365 3.83468 -3.30227 0.072
H -2.29882 -2.34331 -1.24251 0.098
H -2.57759 4.43057 -1.93535 0.082
H 5.75554 1.77008 -1.05829 0.097
H -0.37872 -1.28407 -2.98227 0.107
H 1.45330 2.28196 -2.49305 0.128
H -2.93773 1.71320 -3.30225 0.115
H 0.46219 -6.69922 2.36767 0.107
H 4.92685 2.22442 1.50954 0.098
H -0.15092 -0.20472 -5.51547 0.097
H -3.57754 -2.14183 -3.40647 0.078
H 3.99449 -0.14157 1.28242 0.110
H -2.54408 1.15582 2.17174 0.083
H -4.17123 -0.43429 3.20532 0.082
H -0.70204 1.07252 1.87287 0.016
H -3.35665 4.17069 -3.51171 0.078
H -3.21248 -1.20147 1.92826 0.076
H 0.28374 5.01762 0.68180 0.074
H 0.43314 2.34753 4.79880 0.092
H -3.69022 -1.66513 -0.38941 0.098
H 1.10232 2.20316 -5.06063 0.120
H 0.12030 -6.63421 -1.89574 0.106
H -1.09333 1.45588 4.57357 0.091
H -3.90474 2.30521 -1.94448 0.114
```

Computed properties:
Kohn-Sham gap (eV): 8.25
Highest occupied orbital energy (hartree): -0.3205
DFT total energy (eV): -101806.351


Record 2
Formula: C5H8O2
Source: the OMol25 dataset
Level of theory: ωB97M-V/def2-TZVPD

Geometry as XYZ:
```
15
Properties=species:S:1:pos:R:3:nbo_charge:R:1
O -0.85677 -1.82408 -0.20908 -0.549
O 1.12224 1.40801 0.86106 -0.705
C -1.97753 0.23406 0.21028 -0.728
C 1.78886 -0.84572 0.64079 -0.438
C 1.21206 0.23805 0.13550 0.285
C -0.88330 -0.62509 -0.36912 0.618
C 0.27801 0.10260 -1.05419 -0.571
H -0.02304 1.06642 -1.47980 0.219
H -1.64065 1.25682 0.39903 0.228
H 1.72816 -1.77619 0.08635 0.219
H 0.70021 -0.53213 -1.83782 0.246
H 2.17661 -0.86578 1.64995 0.213
H -2.79744 0.25882 -0.51536 0.241
H 1.51406 2.12678 0.34960 0.479
H -2.34149 -0.22258 1.13281 0.242
```

Computed properties:
Kohn-Sham gap (eV): 9.84
Highest occupied orbital energy (hartree): -0.3365
ΔE to the lowest compared entry with this formula, charge and spin (kJ/mol): 122.7
SMILES: C=C(O)CC(C)=O
DFT total energy (eV): -9408.561


Record 3
Formula: C43H63FN2O45P2S12
Source: the OMol25 dataset
Level of theory: ωB97M-V/def2-TZVPD

Geometry as XYZ:
```
168
Properties=species:S:1:pos:R:3:lowdin_charge:R:1
S -5.09076 -6.48027 -0.00286 0.661
S 6.11327 6.01602 -3.70123 0.655
S 1.42958 -10.83069 -2.06222 0.651
S 6.87559 9.88542 -2.49955 0.667
S 1.61052 -14.47346 2.14673 0.648
S -1.75137 -8.55856 1.88619 0.692
S 6.27478 9.65853 3.24896 0.664
S -9.91995 3.53017 -6.54476 0.216
S -1.84605 -4.67646 5.74657 0.659
S -5.20083 2.98845 -4.47744 0.911
S 4.94165 11.79445 7.86794 0.643
S -0.23032 -2.01717 3.27197 0.631
P -8.65373 3.86149 -5.06840 0.327
P -6.86234 -2.50759 -3.18958 0.867
F -2.94712 -1.52983 -0.48946 -0.077
O -7.45124 4.87954 -5.70482 -0.297
O 4.26252 11.39713 6.44854 -0.207
O -1.53152 -1.90739 2.68670 -0.221
O 5.65456 13.02381 7.69930 -0.215
O -6.39316 -6.34329 -0.58975 -0.250
O 5.92606 7.61222 -3.91991 -0.277
O -9.56745 4.54055 -3.80916 -0.252
O 0.36062 5.21125 -2.59416 0.065
O -2.50011 -4.34840 4.51703 -0.211
O 2.99740 -14.52691 2.50128 -0.236
O -4.04228 -5.57650 -0.85032 -0.187
O 0.19435 -11.55339 -2.09509 -0.222
O 3.57236 12.09731 8.68145 -0.183
O 4.54023 5.62894 -3.58327 -0.223
O 6.62102 5.45105 -4.91725 -0.227
O -0.19961 -1.12245 4.62734 -0.203
O 5.72767 9.01014 4.63258 -0.185
O 8.05657 10.79741 -1.85872 -0.187
O -5.05508 -5.61413 1.36994 -0.179
O 0.80632 -1.11811 2.40402 -0.197
O 6.88728 8.61304 2.47668 -0.237
O -1.17155 -3.33073 6.35041 -0.202
O -0.89517 -5.74434 5.86190 -0.235
O 1.43565 -9.77770 -3.29648 -0.182
O -6.38838 -3.18780 -4.72761 -0.365
O 1.90520 -10.15450 -0.89263 -0.207
O 5.86091 10.75186 -3.02509 -0.228
O -2.76853 -7.69233 1.36741 -0.251
O 6.73260 5.80354 -2.42754 -0.223
O -2.29489 -9.21942 3.26639 -0.178
O -0.57689 -7.64712 2.53632 -0.179
O 6.33045 9.24080 -1.11429 -0.180
O 2.61328 -11.79954 -2.60308 -0.186
O 0.65098 -15.42829 2.61889 -0.236
O 7.48036 8.84400 -3.27234 -0.225
O 1.49770 -14.39405 0.52994 -0.189
O 7.45585 10.56777 3.89142 -0.179
O 1.04829 -12.98774 2.47339 -0.193
O -1.13517 -9.59182 1.10499 -0.228
O -4.47937 -7.74911 0.25289 -0.253
O 0.39475 -3.27606 3.55099 -0.218
O -2.97781 -4.87784 6.89241 -0.179
O 5.26415 10.52513 2.72240 -0.210
O 5.54098 10.61555 8.42321 -0.231
O -0.48931 3.40831 -1.44725 -0.005
N -4.81782 -0.20658 -3.62576 -0.156
N -8.28002 -3.42044 -2.68706 -0.205
C -7.34440 -0.71551 -3.66052 -0.241
C 2.94783 -11.44268 -3.94484 -0.166
C -9.18016 1.08752 -4.29943 -0.054
C -1.97265 -2.83261 7.42216 -0.164
C 2.63010 -9.95920 -4.05727 -0.170
C 2.30551 3.21546 -4.02956 0.008
C -8.05640 2.17285 -4.50742 -0.278
C 0.91307 -0.23002 4.57186 -0.169
C 7.94201 10.79713 -0.43458 -0.162
C -3.86169 0.79690 -3.12297 -0.149
C 0.17158 3.95744 -2.58846 -0.346
C -3.75587 -4.37433 -0.13002 -0.173
C -2.69601 0.23500 -2.22549 -0.025
C 0.67772 -13.27757 0.17347 -0.171
C -1.56174 1.10291 -1.63403 0.097
C 2.86856 11.16009 6.64871 -0.160
C 2.46758 12.10070 7.77488 -0.163
C -3.85702 2.31612 -3.40810 -0.378
C 0.56082 1.57448 -6.08186 -0.058
C 7.33903 10.56471 5.31541 -0.159
C -1.21704 -1.93524 -2.33806 -0.173
C -6.56496 1.76199 -4.26579 -0.369
C 0.74389 3.14350 -3.82421 -0.067
C -6.17323 0.32458 -3.84326 -0.194
C 2.08784 1.67582 -6.29810 -0.067
C -2.65764 -4.05486 8.01363 -0.168
C 0.93075 -12.24211 1.25783 -0.170
C 7.29407 9.46663 -0.08246 -0.176
C -0.07081 2.32279 -4.84722 -0.011
C -4.22842 -0.72964 -4.91223 -0.068
C -2.66052 -1.33694 -1.91078 -0.226
C 2.92152 2.48102 -5.24671 -0.053
C -3.93183 -4.73154 1.33694 -0.170
C -1.58843 2.64050 -1.97834 -0.177
C 6.69009 9.23516 5.66360 -0.167
C -8.84286 -0.36681 -3.87368 -0.049
C -1.33424 -8.99636 4.30021 -0.158
C 1.08153 0.09964 3.09673 -0.168
C -0.29804 -2.25733 -1.04848 -0.103
C 3.75928 6.82222 -3.50091 -0.164
C 4.55969 7.87824 -4.24868 -0.151
C -0.69372 -7.65928 3.96026 -0.183
C -2.73814 3.27008 -2.84156 0.016
H 6.70148 11.40431 5.60587 0.110
H -6.93600 4.43938 -6.41965 0.065
H -1.35118 -2.31410 8.15316 0.138
H 0.35225 0.84796 2.77351 0.134
H -2.71231 4.39171 -3.04160 0.120
H 0.28620 -7.54130 4.42332 0.138
H -0.72638 0.66086 -0.98523 0.121
H -3.14430 -0.33984 -4.97584 0.103
H 1.78908 -0.75744 4.96108 0.135
H -1.81541 -8.99055 5.27836 0.138
H 8.31976 10.67765 5.77848 0.145
H -3.44303 -1.94274 -2.47580 0.123
H -2.70297 -2.13336 7.00519 0.137
H 3.99841 -11.65603 -4.14495 0.138
H -4.11130 -3.85520 1.95979 0.137
H 2.32236 -12.03278 -4.62050 0.135
H 3.64823 7.08478 -2.44501 0.137
H 3.41700 -9.35120 -3.60122 0.134
H -10.04490 5.35622 -4.10905 0.085
H -3.06341 -5.27565 1.71776 0.113
H -1.34485 -2.84473 -3.01830 0.115
H 6.81333 9.48300 0.89990 0.064
H 2.74238 10.11426 6.94374 0.136
H 0.72569 0.65686 5.17741 0.136
H 7.30326 11.63637 -0.14396 0.134
H -8.92946 -3.61982 -3.47014 0.035
H 8.92381 10.91258 0.02627 0.138
H 6.21033 9.25092 6.64149 0.110
H 0.79409 -2.18106 -1.39606 0.084
H 7.41893 8.41987 5.62933 0.137
H 2.31053 11.34713 5.73135 0.142
H -0.48681 -3.33332 -0.71864 0.077
H 4.44482 7.76738 -5.33126 0.138
H 4.05667 2.53204 -5.44104 0.099
H -4.18348 -1.88562 -4.88792 0.090
H -0.60050 -9.80743 4.26119 0.131
H 0.93491 -12.91123 -0.82232 0.078
H 2.61245 1.18311 -7.19660 0.095
H -1.33351 -6.83225 4.25355 0.081
H -2.74578 -4.02930 -0.35137 0.114
H 0.11963 -11.51636 1.33217 0.110
H -0.68777 -1.11698 -2.94431 0.103
H -4.47602 -3.61195 -0.43977 0.117
H -1.97605 -4.61504 8.66057 0.134
H 1.87372 -11.71620 1.08870 0.123
H -3.55774 -3.79805 8.57217 0.138
H 4.28476 8.89213 -3.95732 0.127
H -0.13444 0.98600 -6.78764 0.092
H -1.20054 2.22566 -4.74415 0.074
H 2.48063 -9.64288 -5.08959 0.137
H -0.36507 -13.60849 0.17940 0.143
H 2.33172 13.12160 7.40735 0.136
H -6.59176 -2.55843 -5.45457 0.038
H 1.55858 11.77404 8.28098 0.139
H -7.89880 -4.34056 -2.37700 0.028
H -0.43024 -1.51055 -0.19477 0.059
H 2.08772 0.45069 2.86477 0.138
H -4.82061 -0.35644 -5.81936 0.109
H -10.29152 1.32922 -4.47405 0.094
H 2.77327 6.66326 -3.93999 0.133
H 8.02260 8.65110 -0.11600 0.144
H -9.62214 -1.20170 -3.73541 0.096
H 2.91738 3.82313 -3.26628 0.101
```

Computed properties:
Kohn-Sham gap (eV): 7.51
Highest occupied orbital energy (hartree): -0.3094
SMILES: CC[C@@H](F)c1cc(OC(=O)c2ccccc2)cc2c1N(C)c1c(P(N)O)ccc(P(O)(O)=S)c1S2.O=S1(=O)OCCO1.O=S1(=O)OCCO1.O=S1(=O)OCCO1.O=S1(=O)OCCO1.O=S1(=O)OCCO1.O=S1(=O)OCCO1.O=S1(=O)OCCO1.O=S1(=O)OCCO1.O=S1(=O)OCCO1.O=S1(=O)OCCO1
DFT total energy (eV): -292025.491